Record 1
Computed, not measured: a 2-piece molecular cluster, C6H15O overall at a distorted geometry, with the ωB97M-V functional and the def2-TZVPD basis.

Output
E_HOMO = -2.494 eV
Total charge = -1
ΔE to the lowest compared entry with this formula, charge and spin = 0.502 eV

Bonds (Å) are listed after each position.
Geometry (Å):
1 C 0.3537 -2.2952 -0.2521  O2 1.360, C3 1.563, H4 1.125, H5 1.113
2 O -0.7200 -1.4759 -0.4078  C1 1.360
3 C 0.2491 -3.1222 1.0701  C1 1.563, H6 1.092, H7 1.091, H8 1.102
4 H 1.3290 -1.7340 -0.2596  C1 1.125
5 H 0.4366 -3.0579 -1.0592  C1 1.113
6 H 1.0249 -2.8667 1.7949  C3 1.092
7 H 0.2326 -4.2071 0.9564  C3 1.091
8 H -0.6954 -2.7969 1.5346  C3 1.102
9 C -0.1591 0.8355 1.0269  C10 1.529, H13 1.091, H14 1.100, H15 1.165
10 C 0.3031 1.5410 -0.2490  C9 1.529, C11 1.545, C12 1.526, H16 1.090
11 C -0.6841 1.4250 -1.4322  C10 1.545, H17 1.108, H18 1.091, H19 1.089
12 C 0.5598 3.0164 0.0459  C10 1.526, H20 1.097, H21 1.099, H22 1.091
13 H 0.6391 0.8790 1.7696  C9 1.091
14 H -1.0874 1.2138 1.4800  C9 1.100
15 H -0.4651 -0.2613 0.7813  C9 1.165
16 H 1.1722 0.9954 -0.6167  C10 1.090
17 H -0.1802 1.8228 -2.3354  C11 1.108
18 H -1.6306 1.9522 -1.3027  C11 1.091
19 H -0.9477 0.3765 -1.5646  C11 1.089
20 H 1.4312 3.1096 0.7056  C12 1.097
21 H 0.8430 3.5835 -0.8522  C12 1.099
22 H -0.2992 3.5002 0.5121  C12 1.091

=====

Record 2
Computed, not measured: a 2-piece molecular cluster, C6H15O4 overall at a distorted geometry, with the ωB97M-V functional and the def2-TZVPD basis.

Output
E_HOMO = -2.533 eV
Total charge = -1
ΔE to the lowest compared entry with this formula, charge and spin = 4.604 eV

Bonds (Å) are listed after each position.
Geometry (Å):
1 C -2.4391 2.2408 0.1144  O2 1.407, H3 1.105, H4 1.097, H5 1.102
2 O -1.6540 2.5880 -1.0006  C1 1.407, C6 1.407
3 H -1.9359 2.5249 1.0560  C1 1.105
4 H -3.3886 2.7843 0.0364  C1 1.097
5 H -2.6505 1.1593 0.1399  C1 1.102
6 C -0.3486 2.0644 -0.9726  O2 1.407, O7 1.381, H8 1.111, H9 1.103
7 O -0.3239 0.6874 -1.0710  C6 1.381, C10 1.609
8 H 0.1542 2.3889 -0.0368  C6 1.111
9 H 0.1579 2.5155 -1.8418  C6 1.103
10 C 0.5596 -0.1353 -0.0069  O7 1.609, C11 1.520, H14 1.104, H15 1.106
11 C 0.4053 -1.6161 -0.3111  C10 1.520, O12 1.408, H16 1.106, H17 1.099
12 O -0.8077 -2.2014 0.0984  C11 1.408, C13 1.407
13 C -1.8819 -2.0523 -0.7986  O12 1.407, H18 1.104, H19 1.101, H20 1.097
14 H 0.0057 0.0857 0.9225  C10 1.104
15 H 1.5642 0.1506 -0.3707  C10 1.106
16 H 0.5703 -1.7808 -1.3918  C11 1.106
17 H 1.2018 -2.1654 0.2105  C11 1.099
18 H -1.5984 -2.3828 -1.8135  C13 1.104
19 H -2.2277 -1.0084 -0.8536  C13 1.101
20 H -2.7030 -2.6828 -0.4355  C13 1.097
21 C 3.4791 -0.6364 1.6673  O22 1.373, H23 1.119, H24 1.116, H25 1.118
22 O 2.1723 -0.2921 1.9112  C21 1.373
23 H 3.6924 -0.7744 0.5780  C21 1.119
24 H 4.2051 0.1344 2.0209  C21 1.116
25 H 3.7913 -1.5962 2.1489  C21 1.118